Record 1
{"formula": "C16H12AsN3O2PdS4", "method": "the ωB97M-V functional and the def2-TZVPD basis", "species": ["Pd", "S", "As", "S", "S", "S", "C", "O", "C", "C", "C", "C", "C", "C", "N", "N", "C", "C", "C", "C", "O", "C", "N", "C", "C", "C", "C", "H", "H", "H", "H", "H", "H", "H", "H", "H", "H", "H", "H"], "positions_angstrom": [[-3.504, -2.185, 1.454], [-7.806, -3.407, 0.016], [-6.510, -2.660, 1.503], [-5.322, -0.924, 0.756], [-4.805, -4.056, 1.861], [-7.641, -2.240, 3.224], [0.723, 5.232, 0.072], [2.071, 4.875, 0.237], [2.395, 3.575, -0.109], [3.670, 3.117, 0.216], [4.046, 1.818, -0.066], [3.143, 0.923, -0.655], [1.878, 1.416, -1.012], [1.514, 2.714, -0.752], [3.533, -0.334, -1.062], [2.736, -1.323, -1.043], [1.657, -1.359, -0.208], [1.671, -0.827, 1.091], [0.591, -0.909, 1.931], [-0.652, -1.440, 1.514], [-1.676, -1.409, 2.281], [-0.687, -2.012, 0.186], [-1.866, -2.514, -0.254], [-1.945, -3.027, -1.469], [-0.854, -3.094, -2.333], [0.353, -2.577, -1.920], [0.468, -2.016, -0.641], [0.604, 6.227, 0.505], [0.061, 4.529, 0.591], [0.443, 5.270, -0.990], [4.359, 3.795, 0.699], [5.036, 1.468, 0.199], [1.179, 0.762, -1.515], [0.534, 3.039, -1.059], [2.597, -0.398, 1.454], [0.666, -0.546, 2.947], [-2.920, -3.391, -1.776], [-0.965, -3.536, -3.314], [1.223, -2.576, -2.560]], "forces_ev_per_a": [[-0.61, -0.46, 0.28], [0.10, -0.15, -0.50], [-1.35, -0.23, -0.14], [0.22, -0.85, 0.40], [-0.05, 1.01, -0.47], [0.23, 0.22, 0.51], [-0.31, 0.13, -0.05], [0.45, -0.44, -0.07], [0.14, 0.18, 0.20], [-0.30, 0.37, 0.02], [-0.22, -0.49, -0.14], [-0.71, 1.55, 0.58], [0.43, -0.28, -0.10], [-0.13, 0.30, 0.01], [0.23, -1.71, -0.80], [1.29, 0.25, -0.33], [-0.81, 0.27, 1.02], [0.26, -0.29, -0.45], [0.00, 0.05, 0.13], [-0.56, 0.37, 1.15], [1.40, 0.29, -0.62], [0.07, -0.34, -1.05], [0.59, -0.17, -0.38], [-0.43, 0.18, 0.73], [0.71, 0.17, -0.05], [-0.44, -0.28, -0.31], [-0.09, 0.18, 0.31], [0.04, -0.11, -0.05], [0.02, 0.11, -0.06], [0.00, 0.00, 0.14], [0.05, 0.08, 0.06], [0.02, -0.01, -0.04], [-0.02, 0.01, 0.03], [-0.11, 0.06, 0.01], [-0.02, 0.05, 0.02], [-0.09, 0.03, 0.02], [-0.03, -0.01, 0.12], [-0.02, 0.00, -0.03], [0.05, -0.03, -0.09]], "lowdin_charge": [0.273, -0.317, -0.641, -0.072, -0.076, -0.296, -0.113, -0.103, -0.277, -0.024, -0.038, -0.327, -0.018, -0.024, 0.039, 0.051, -0.300, -0.037, -0.014, -0.366, -0.159, -0.146, 0.059, -0.125, -0.062, -0.020, -0.109, 0.087, 0.100, 0.091, 0.108, 0.103, 0.122, 0.102, 0.113, 0.107, 0.116, 0.094, 0.100], "relative_energy_kcal_mol": 33.6, "largest_force_ev_per_a": 1.90, "charge": -2, "e_lumo_ev": [3.670, 3.650], "e_tot_ha": -4888.116869}

---

Record 2
{"formula": "C13H17ClN2W", "method": "the ωB97M-V functional and the def2-TZVPD basis", "species": ["C", "C", "H", "H", "H", "H", "H", "H", "C", "C", "C", "C", "H", "H", "H", "H", "N", "C", "C", "N", "C", "C", "C", "H", "H", "C", "H", "H", "W", "C", "H", "H", "H", "Cl"], "positions_angstrom": [[0.552, 2.321, 1.310], [1.913, 0.368, 2.909], [1.051, 2.993, 0.608], [1.083, 2.488, 2.244], [-0.429, 2.665, 1.513], [2.924, 0.737, 2.738], [1.440, 1.206, 3.428], [1.836, -0.494, 3.546], [-0.403, 1.869, -1.349], [-0.718, 2.153, -2.665], [-0.678, 1.153, -3.630], [-0.351, -0.128, -3.176], [-0.455, 2.665, -0.615], [-0.990, 3.179, -2.926], [-0.897, 1.356, -4.676], [-0.334, -0.942, -3.893], [0.031, 0.645, -0.914], [-0.042, -0.379, -1.843], [0.202, -1.740, -1.371], [0.452, -1.854, -0.050], [0.534, -3.117, 0.460], [0.429, -4.136, -1.725], [0.570, -4.255, -0.349], [0.573, -3.221, 1.520], [0.732, -5.237, 0.117], [0.209, -2.848, -2.221], [0.047, -2.718, -3.290], [0.491, -5.003, -2.387], [0.878, 0.402, 1.154], [2.643, -0.037, 0.236], [2.515, -0.737, -0.586], [3.426, -0.464, 0.876], [3.105, 0.858, -0.208], [-0.713, -0.740, 2.357]], "forces_ev_per_a": [[0.79, 2.46, -0.07], [0.85, 0.80, 0.44], [0.05, -0.09, -0.16], [0.09, 0.22, 0.07], [-1.30, 0.25, 0.08], [0.34, -0.39, 0.33], [-0.21, -0.48, 0.64], [0.28, -0.35, 0.26], [0.95, -1.71, 1.27], [-0.48, 0.17, -1.56], [0.17, 0.00, 0.62], [-0.35, 0.27, -1.36], [0.01, -0.30, -0.25], [0.05, -0.35, 0.07], [0.05, -0.11, 0.24], [-0.07, 0.17, 0.10], [-1.61, 1.16, -1.90], [0.57, -0.13, 1.16], [0.36, 1.69, 0.68], [-0.12, -1.54, 0.89], [-0.09, 2.83, -0.77], [0.02, 0.52, -0.03], [0.05, -1.27, -0.68], [0.20, 0.19, 0.63], [-0.15, 0.50, -0.18], [-0.15, -1.53, -1.18], [0.06, -0.12, 0.34], [-0.09, 0.35, 0.23], [-1.27, -2.79, 0.85], [1.54, -0.89, -0.58], [0.16, 0.00, -0.30], [-0.24, 0.06, -0.04], [-0.30, 0.28, 0.19], [-0.17, 0.11, -0.01]], "lowdin_charge": [-0.275, -0.350, 0.072, 0.041, 0.058, 0.036, 0.021, 0.021, -0.031, 0.051, 0.046, 0.076, 0.101, 0.151, 0.146, 0.128, -0.015, -0.147, -0.177, -0.001, -0.011, 0.042, 0.065, 0.117, 0.155, 0.086, 0.133, 0.149, 1.287, -0.264, 0.005, 0.044, 0.060, 0.180], "largest_force_ev_per_a": 3.18, "charge": 2, "e_lumo_ev": [-8.436, -12.027], "multiplicity": 3, "s_squared": 2.044, "e_tot_ha": -1141.608339}

---

Record 3
{"formula": "C2H5IO3S", "method": "the ωB97M-V functional and the def2-TZVPD basis", "species": ["C", "C", "O", "O", "O", "S", "I", "H", "H", "H", "H", "H"], "positions_angstrom": [[0.377, -1.576, -1.600], [0.796, -0.110, 0.739], [-1.676, -0.236, 1.478], [-1.063, 1.160, -0.441], [0.820, -0.855, -2.417], [-0.650, 0.613, 1.004], [-0.889, 2.795, 2.397], [0.952, -2.401, -1.303], [-0.603, -1.280, -1.140], [1.451, 0.683, 0.485], [1.038, -0.659, 1.653], [-0.552, 1.867, -0.857]], "forces_ev_per_a": [[-1.93, 0.89, 1.09], [1.81, -1.41, 1.06], [-1.36, -1.88, 0.03], [-0.71, -0.70, -1.04], [1.09, 1.73, -2.17], [-1.54, 2.26, -0.38], [0.07, 1.88, 1.24], [0.49, -1.86, 0.89], [0.30, -0.87, 0.06], [1.20, 0.29, -0.69], [0.35, -0.39, -0.51], [0.22, 0.05, 0.43]], "lowdin_charge": [-0.180, -0.147, -0.392, -0.286, 0.019, 0.274, 0.346, 0.070, 0.085, 0.044, 0.074, 0.094], "relative_energy_kcal_mol": 0.0, "largest_force_ev_per_a": 2.99, "charge": 0, "e_lumo_ev": [0.382, -3.335], "multiplicity": 3, "s_squared": 2.009, "e_tot_ha": -1000.596274}